C19H33O12PS as an isolated structure. Source: the OMol25 dataset; level of theory: the ωB97M-V functional and the def2-TZVPD basis.

Output
LUMO level in eV: 0.6
HOMO energy in eV: -7.4
ΔE to the lowest compared entry with this formula, charge and spin in eV: 3.182
Strongest force on any atom in eV/A: 3.27
Frontier orbital gap in eV: 8.1
Total charge: 0

```
66
Properties=species:S:1:pos:R:3:forces:R:3
C 5.734607 0.203770 0.885823 -1.521 1.209 -0.815
C 4.632394 1.017746 0.596503 1.355 -0.862 0.305
C 4.543189 1.990035 -0.647022 0.693 -1.638 0.548
O 3.231128 2.549325 -0.865579 -1.212 -0.254 -0.037
S 2.083863 1.356497 -1.096547 -0.980 -0.500 -2.261
O 1.728937 1.311558 -2.556797 0.914 0.527 2.931
O 0.713981 1.997730 -0.366824 0.266 0.462 -1.134
P -0.318241 0.751367 0.234486 1.280 -2.092 2.157
C -0.748958 -0.542735 -1.067998 -1.394 -0.830 -0.737
C -0.624103 -1.978360 -0.331927 0.570 1.352 0.539
C -1.850536 1.453501 1.071107 -0.388 1.191 -1.191
C -2.526570 2.681608 0.289230 0.228 -0.288 0.438
H 6.224009 -0.397280 0.059221 0.217 1.564 0.974
H 6.127420 0.170210 1.943612 -1.115 -1.046 -1.226
H 3.777908 1.002596 1.326596 1.219 1.118 -0.254
H 4.909677 1.465791 -1.576538 -0.242 0.602 0.781
H 5.237198 2.855588 -0.411280 -1.128 -0.932 -0.390
H -1.834203 -0.482235 -1.405238 1.355 0.162 0.251
H -0.101001 -0.529285 -1.987986 -0.494 0.320 1.051
H 0.071029 -1.799547 0.550154 -0.861 -0.541 -0.940
H -1.642416 -2.246204 0.061065 1.130 -0.118 -0.458
H -0.149995 -2.761780 -0.982587 -0.809 0.742 0.521
H -1.529121 1.738123 2.120388 -0.461 -0.410 -1.386
H -2.628025 0.632541 1.130578 1.251 0.551 -0.009
H -2.047652 2.826154 -0.722499 -0.567 -0.096 1.058
H -2.354583 3.608318 0.904566 -0.440 -0.820 -0.812
H -3.625139 2.466346 0.158578 1.161 0.522 0.162
C -2.255708 1.215377 -6.135364 -0.082 -0.158 -0.239
C -3.108525 1.176056 -4.885578 0.636 0.226 -0.793
C -2.529968 0.345169 -3.777831 0.451 0.262 0.346
O -3.696953 -0.034257 -3.048606 -0.343 -0.011 -0.261
C -4.716337 -0.070504 -3.950299 -0.646 -0.304 0.031
O -5.787298 -0.550422 -3.737163 0.413 0.219 -0.034
O -4.350079 0.505981 -5.126984 -0.183 -0.233 0.585
H -1.425192 1.913375 -6.015856 -0.080 -0.018 0.041
H -1.841871 0.229889 -6.362808 -0.051 0.029 0.081
H -2.849957 1.515911 -7.000383 0.024 0.139 0.125
H -3.338037 2.194488 -4.554344 0.005 -0.086 0.103
H -1.837741 0.901799 -3.147194 -0.157 -0.065 0.064
H -2.039062 -0.566753 -4.131177 0.014 0.126 -0.143
C -7.586119 1.280996 1.215095 0.043 0.286 -0.116
C -6.499240 0.778014 2.140861 -0.832 0.093 -0.710
C -6.854573 0.850057 3.598204 -0.288 -0.383 0.358
O -5.570397 0.940355 4.214123 0.248 0.202 -0.283
C -4.756271 1.553796 3.313136 0.617 0.301 0.193
O -3.672324 1.982100 3.565396 -0.444 -0.178 -0.084
O -5.343898 1.619962 2.087413 0.277 -0.087 0.539
H -8.363785 0.526441 1.084428 0.097 -0.001 0.000
H -8.053481 2.186816 1.609463 0.073 -0.053 0.047
H -7.174089 1.537908 0.237509 -0.010 -0.206 0.026
H -6.190878 -0.230589 1.845912 0.013 0.023 0.124
H -7.395423 -0.029341 3.947833 0.205 0.026 0.112
H -7.421356 1.748210 3.861804 -0.026 -0.025 -0.197
C 8.963658 -2.771852 2.955000 0.009 0.283 -0.090
C 7.617515 -3.464479 2.956962 0.969 0.393 0.195
C 7.424767 -4.425391 1.819618 0.127 -0.590 -0.065
O 6.006787 -4.440609 1.679586 -0.102 0.349 0.106
C 5.566189 -3.219883 2.092267 -0.968 0.432 -0.146
O 4.460291 -2.807398 1.914614 0.713 -0.276 0.153
O 6.557674 -2.531024 2.728959 -0.411 -0.452 -0.284
H 9.739128 -3.430431 3.350470 -0.083 0.018 0.015
H 9.253439 -2.473536 1.944314 -0.081 -0.047 0.027
H 8.931651 -1.861283 3.556167 -0.005 -0.160 0.106
H 7.439989 -3.940132 3.927393 -0.056 -0.069 -0.100
H 7.806936 -5.422965 2.036697 -0.221 -0.004 -0.044
H 7.855742 -4.073233 0.877281 0.109 0.102 0.144
```
Forces are in eV/Å.


A 6-piece molecular cluster, C51H88FNO19S5 overall. Source: the OMol25 dataset; level of theory: the ωB97M-V functional and the def2-TZVPD basis.

Output
SMILES: CCOC(=O)CCC[C@@H](OCCCCCCCCCCCCOC)[C@H](OCOC(=O)c1ccccc1)C(=O)NC(=O)F.O=S1(=O)CCCC1.O=S1(=O)CCCC1.O=S1(=O)CCCC1.O=S1(=O)CCCC1.O=S1(=O)CCCC1
LUMO level in eV: 0.1
HOMO energy in eV: -9.2
Strongest force on any atom in eV/A: 3.53
Frontier orbital gap in eV: 9.4
Total charge: 0

```
165
Properties=species:S:1:pos:R:3:forces:R:3
C 0.625415 -9.441282 2.939657 0.061 0.388 -0.982
C 0.270753 -8.148447 3.765734 -1.067 -1.014 -0.140
O 1.403558 -7.283836 4.022559 -0.212 1.194 -0.671
C 1.050776 -6.190020 4.807608 -0.140 -0.203 1.856
O 0.745976 -6.408514 5.960787 0.056 0.315 -0.928
C 1.054880 -4.705222 4.316501 0.065 -0.248 -0.550
C 2.473873 -4.161577 3.868841 -0.270 0.139 0.587
C 2.409060 -2.787141 3.087132 0.179 -0.329 0.150
C 1.634154 -2.868359 1.710267 1.629 0.137 0.350
O 1.575056 -1.561220 1.101903 -1.136 -0.890 0.768
C 0.167911 -1.301190 0.867130 -0.127 0.193 -0.753
C -0.106348 -0.019833 0.005070 -0.722 -0.293 -0.215
C -1.597731 -0.206650 -0.594893 0.706 -1.302 0.242
C -2.621466 -0.782912 0.481364 -0.607 0.687 -0.481
C -4.168923 -0.675596 0.030445 1.864 -1.177 0.936
C -5.025651 -1.585565 1.018623 -0.602 1.271 0.122
C -6.535774 -1.031506 0.976823 0.750 -1.610 -1.167
C -7.387802 -2.017238 0.067356 -1.738 0.817 1.286
C -8.840563 -2.158935 0.736807 0.528 -0.610 -1.533
C -9.732076 -2.983373 -0.319115 0.425 -0.367 1.282
C -10.078337 -4.368404 0.402056 0.196 0.935 -1.401
C -10.800544 -5.385937 -0.567757 -0.491 0.056 1.564
O -10.823307 -4.959466 -1.939313 0.197 -1.540 0.148
C -10.870944 -6.180647 -2.727195 -0.498 -0.020 0.475
C 2.499414 -3.759721 0.720630 -0.191 -0.627 0.390
O 2.260991 -3.416063 -0.668454 1.462 -0.500 0.384
C 3.522427 -3.526427 -1.304481 1.109 0.408 -0.494
O 3.401053 -3.753062 -2.736325 1.306 -0.449 1.068
C 4.566982 -4.483767 -3.081087 0.339 -0.551 0.016
O 4.446037 -5.573686 -3.559905 0.032 0.783 -0.062
C 6.006638 -3.913967 -2.811818 1.827 1.465 0.387
C 6.670055 -3.973611 -1.506431 0.051 0.437 -0.626
C 7.990509 -3.421369 -1.211420 -0.840 0.276 -2.446
C 8.741660 -2.760531 -2.290476 -3.146 -1.588 -0.190
C 8.078188 -2.724479 -3.636091 -0.220 -0.679 1.477
C 6.755143 -3.283459 -3.909474 0.820 -0.182 2.394
C 2.139834 -5.314373 0.816562 -0.177 1.399 0.199
O 0.983962 -5.620581 0.933259 0.886 -0.430 -0.150
N 3.259162 -6.226117 0.714057 -0.484 -0.249 1.815
C 2.946602 -7.573079 1.090678 0.300 0.234 -0.453
O 2.168060 -8.220020 0.493986 0.247 -0.304 0.620
F 3.678063 -8.054047 2.172578 -0.658 0.981 -1.514
H 0.216109 -9.284421 1.898588 0.550 -0.361 1.071
H 0.166926 -10.381506 3.338315 0.306 1.017 -0.046
H 1.721052 -9.628531 2.810363 -0.915 0.339 0.365
H -0.461860 -7.543239 3.152159 0.581 -0.660 0.838
H -0.195616 -8.491223 4.732961 0.501 0.768 -0.835
H 0.668008 -4.087294 5.174553 0.470 -0.801 -0.803
H 0.280288 -4.627332 3.505277 0.852 -0.146 0.479
H 3.049356 -3.966905 4.822177 -0.483 -0.286 -1.031
H 3.042824 -4.964060 3.327794 -0.528 0.732 0.262
H 3.475531 -2.444021 2.929827 -1.145 -0.236 -0.035
H 1.934099 -2.020034 3.762963 0.269 -0.728 -0.803
H 0.626303 -3.294289 1.937839 0.781 0.310 -0.690
H -0.237172 -2.177381 0.271896 0.309 0.860 0.730
H -0.330978 -1.265354 1.883091 0.252 0.090 -1.197
H 0.604010 0.054876 -0.871652 -0.587 -0.270 1.046
H 0.008166 0.921616 0.604983 -0.270 -0.843 -0.410
H -1.962725 0.704428 -1.133075 0.224 -0.658 0.773
H -1.477256 -1.025451 -1.371511 -0.195 0.968 0.598
H -2.430017 -0.217013 1.442612 -0.548 -0.620 -0.840
H -2.468176 -1.886221 0.679696 0.243 1.224 -0.225
H -4.476006 0.406371 0.038823 0.217 -1.745 -0.277
H -4.213700 -1.170253 -0.976553 -0.160 0.824 0.612
H -4.619965 -1.565595 2.075031 -0.299 0.280 -1.104
H -5.000677 -2.675153 0.718245 0.036 1.218 0.160
H -6.997898 -0.956974 1.994943 0.450 -0.047 -0.889
H -6.530671 -0.040639 0.466856 -0.109 -0.758 0.821
H -6.974534 -3.057805 -0.000826 -0.160 0.971 0.019
H -7.582668 -1.627670 -0.969460 0.592 -0.279 0.921
H -9.288418 -1.157196 0.972447 0.508 -0.869 -0.200
H -8.689699 -2.745045 1.690548 -0.420 0.695 -0.871
H -10.647990 -2.421055 -0.637073 0.727 -0.590 0.356
H -9.109553 -3.174479 -1.238074 -0.770 0.135 0.926
H -9.083898 -4.792937 0.715574 -1.042 0.344 -0.085
H -10.692453 -4.094537 1.304036 0.556 -0.660 -0.824
H -10.311383 -6.398103 -0.437409 -0.348 1.027 -0.406
H -11.871416 -5.526140 -0.215951 0.986 0.121 -0.455
H -11.542817 -6.901779 -2.176535 0.696 0.431 -0.727
H -11.344049 -6.013372 -3.728648 0.743 0.179 0.847
H -9.829873 -6.599353 -2.782920 -0.991 0.207 -0.223
H 3.579282 -3.573501 1.015051 -1.024 -0.137 -0.505
H 4.156644 -2.593566 -1.188192 -0.873 -0.748 0.252
H 4.121706 -4.400552 -0.903898 -0.937 0.837 -0.144
H 6.125360 -4.454295 -0.648953 0.650 0.494 -1.003
H 8.366277 -3.510409 -0.158468 -0.260 0.146 -1.301
H 9.741102 -2.346812 -2.042219 -0.955 -0.208 -0.717
H 8.624025 -2.253143 -4.483729 -0.509 -0.421 0.908
H 6.301678 -3.241959 -4.925132 0.550 0.054 0.927
H 4.081767 -5.864942 1.203305 -0.289 -0.061 -0.262
O -5.454485 1.838868 0.957195 0.089 0.358 0.190
S -4.483046 2.906908 0.963885 -0.455 0.851 0.067
O -3.101040 2.674303 0.642393 0.430 -0.457 -0.109
C -5.103411 4.243178 -0.044927 -0.186 0.241 -0.105
C -5.921774 5.096757 0.916101 -0.077 -0.094 -0.185
C -5.093771 5.187252 2.197960 0.107 0.168 -0.080
C -4.601064 3.774689 2.527612 -0.014 0.260 0.487
H -5.690819 3.842264 -0.869750 0.121 -0.147 0.041
H -4.244074 4.796712 -0.428201 0.010 -0.077 0.035
H -6.130855 6.084392 0.498602 0.257 -0.896 0.031
H -6.877991 4.609828 1.127918 0.028 0.031 -0.071
H -4.237519 5.846833 2.032274 -0.070 -0.017 -0.015
H -5.673190 5.604422 3.023650 0.034 -0.045 -0.027
H -3.621711 3.790375 3.004537 -0.028 -0.195 -0.081
H -5.312399 3.239241 3.156983 0.054 -0.108 -0.135
O 9.853856 -0.389140 -3.680899 0.095 0.275 0.219
S 10.606131 0.844075 -3.650495 0.321 0.320 -0.090
O 10.747171 1.625407 -2.445557 -0.306 -0.338 0.118
C 12.226299 0.539587 -4.336740 0.338 -0.119 -0.271
C 12.053991 0.782818 -5.831582 -0.083 -0.028 -0.102
C 11.196443 2.046378 -5.951355 0.125 0.080 -0.077
C 10.024616 1.900170 -4.976023 -0.147 0.316 -0.397
H 12.544863 -0.474302 -4.099532 -0.115 0.045 0.138
H 12.915013 1.262701 -3.897022 -0.093 -0.030 0.057
H 13.016244 0.897404 -6.331797 -0.049 -0.030 0.036
H 11.532594 -0.062139 -6.290719 0.063 0.008 0.038
H 11.795375 2.919698 -5.678811 -0.037 -0.054 -0.001
H 10.841975 2.198612 -6.971647 0.001 0.009 0.075
H 9.720987 2.861630 -4.563426 -0.063 -0.154 0.139
H 9.171029 1.411278 -5.446402 0.038 -0.062 0.133
O -7.820791 7.208451 1.265532 0.043 0.085 0.036
S -6.846242 8.272369 1.262590 -0.093 0.854 0.077
O -5.456465 8.045440 0.945373 -0.142 -0.129 0.003
C -7.462387 9.598836 0.238902 -0.235 0.340 -0.178
C -8.279689 10.461984 1.193155 -0.100 -0.011 0.099
C -7.450591 10.562625 2.477230 0.016 0.167 -0.022
C -6.960640 9.152205 2.818963 -0.010 0.290 0.446
H -8.049495 9.191266 -0.582607 0.120 -0.143 0.045
H -6.602158 10.146850 -0.149047 0.012 -0.105 0.029
H -8.486635 11.444073 0.766571 0.003 -0.067 0.006
H -9.236733 9.978319 1.408774 0.037 0.021 -0.062
H -6.592815 11.218890 2.305975 -0.042 -0.049 0.001
H -8.028568 10.987803 3.298832 0.055 -0.040 -0.033
H -5.981311 9.169839 3.295484 -0.030 -0.188 -0.089
H -7.672832 8.623581 3.452980 0.042 -0.085 -0.129
O 6.035158 4.515383 0.497389 0.068 0.167 -0.121
S 6.943968 4.073617 -0.532469 0.296 -0.083 -0.048
O 7.803967 4.990141 -1.240945 -0.243 0.152 0.193
C 7.932206 2.735525 0.117934 0.176 -0.380 0.136
C 7.117418 1.483466 -0.183923 -0.088 -0.060 0.037
C 6.590353 1.664418 -1.609417 0.055 -0.147 -0.092
C 6.029796 3.085510 -1.715905 -0.242 -0.340 -0.342
H 8.108310 2.888310 1.181482 -0.042 0.185 -0.067
H 8.880301 2.727876 -0.423487 -0.056 0.053 -0.011
H 7.721098 0.579992 -0.087103 -0.018 0.054 -0.019
H 6.277591 1.405816 0.513146 0.057 0.010 0.000
H 7.412981 1.538882 -2.319137 -0.011 -0.016 0.064
H 5.829404 0.922171 -1.855954 0.046 0.046 -0.015
H 6.167620 3.500323 -2.713397 -0.035 0.163 0.142
H 4.975206 3.121125 -1.441879 0.083 0.111 0.068
O -0.421828 7.098200 1.095793 0.110 0.161 -0.106
S 0.564710 6.532849 0.206525 0.281 -0.132 -0.023
O 1.566286 7.343721 -0.441350 -0.265 0.206 0.163
C 1.368451 5.173356 1.040244 0.100 -0.419 0.187
C 0.501751 3.962823 0.709384 -0.097 0.007 0.138
C 0.159488 4.090937 -0.772720 -0.001 -0.209 -0.155
C -0.277251 5.536998 -1.022259 -0.234 -0.342 -0.362
H 1.431979 5.378247 2.107619 0.003 0.179 -0.085
H 2.369258 5.068540 0.617627 -0.027 0.108 0.018
H 1.020110 3.027762 0.925324 -0.012 0.063 0.013
H -0.416087 3.984879 1.304364 0.039 -0.033 -0.027
H 1.046995 3.865705 -1.371620 -0.026 0.037 0.036
H -0.621227 3.387221 -1.066641 0.022 0.052 0.026
H 0.005069 5.878506 -2.017129 -0.028 0.170 0.129
H -1.350951 5.660451 -0.878285 0.081 0.090 0.085
```
Forces are in eV/Å.